C25H63F3N6O18SZn | ωB97M-V/def2-TZVPD

Element x y z (Å)
Zn -1.21952 -7.40686 -3.27392
S -4.72461 -6.91597 -6.65218
F 0.78108 -13.14846 -5.80605
F 1.99795 -12.35647 -4.22488
F 2.26614 -11.61049 -6.09020
O -0.78494 -11.02219 -4.36560
O 4.19131 -12.37754 4.05807
O 2.39290 -3.35014 -5.59180
O -4.70576 -8.82773 2.35742
O -4.31929 -7.77584 -7.74554
O -3.88947 -9.67431 -11.66332
O -4.73492 -11.56230 -9.56561
O -2.79348 -10.90526 1.89968
O 0.70505 -9.47816 -4.69165
O -3.86663 -6.99929 -5.45827
O -3.23412 -18.14898 -6.03426
O -5.98281 -7.46785 -6.18617
O 4.14368 -12.96229 -13.27303
O 4.41373 -5.02611 -4.20235
O 0.13750 -16.42798 -13.01194
O -4.87712 -5.54379 -7.09974
O 2.13534 -6.35319 -11.23886
O -8.48499 -12.14262 -2.28913
N 3.29121 -11.42254 -11.84270
N -5.12613 -17.87652 -4.95823
N -0.31700 -16.01396 -10.94217
N 4.51369 -10.96331 1.19071
N -7.06323 -10.66142 -3.31903
N 2.22336 -4.44426 -10.15643
C 0.21594 -5.87741 -10.00681
C -4.46196 -9.95488 3.20256
C -3.88604 -18.22465 -5.02542
C 3.00881 -11.41011 1.16816
C 4.86031 -10.27703 2.64499
C 4.68092 -3.98500 -5.20312
C -4.12197 -11.02184 2.32177
C -2.03894 -12.78777 -3.57777
C 4.67982 -9.79612 0.25075
C 3.43846 -11.99276 -13.02853
C -8.30018 -12.24513 -4.76778
C 5.18055 -11.30660 3.76226
C 5.49160 -12.15105 0.86598
C 3.68637 -2.80468 -5.12039
C -3.56635 -11.02765 -11.51833
C -3.15293 -18.78333 -3.76635
C 0.30732 -10.73513 -5.19647
C -0.90942 -18.19201 -11.79023
C 2.61888 -11.29849 -14.15026
C 1.27255 -11.97369 -5.30593
C -1.81326 -11.86484 -4.78635
C -4.71078 -11.89713 -10.95815
C -7.97580 -11.65395 -3.32449
C 1.56328 -5.57376 -10.52776
C -0.43228 -16.74949 -11.96654
H -4.56522 -12.94538 -11.21907
H 5.26853 -10.76128 4.70193
H -1.10864 -13.17389 -3.16118
H 3.03946 -10.45341 -11.71040
H 4.05134 -8.95062 0.53039
H -2.30748 -18.09543 -3.75663
H -0.50359 -5.65041 -10.79347
H -5.63331 -17.71913 -5.81736
H -2.56893 -12.27418 -2.77564
H 1.85958 -12.01320 -14.46769
H -2.74656 -11.05153 -10.80036
H 1.92047 -3.70167 -4.83362
H 2.46844 -10.52882 1.51370
H 1.72623 -3.64368 -9.79305
H 6.50354 -11.74847 0.82110
H 3.14300 -4.27782 -10.53938
H -2.71807 -13.56915 -3.91888
H -4.00237 -9.46618 -10.73298
H 0.22260 -15.16490 -10.85250
H 4.02115 -9.60254 2.81518
H 5.70474 -9.43026 0.31225
H -4.55709 -10.62013 -9.51773
H -4.31137 -12.06297 2.58314
H -3.66190 -9.67116 3.88629
H 2.53350 -11.62316 0.21067
H -2.69423 -10.07121 1.43480
H 4.64004 -4.48350 -6.17159
H 5.26985 -12.53019 -0.13161
H -9.17147 -12.88441 -4.62536
H -4.00623 -8.51677 1.77814
H 3.00424 -12.23618 1.87929
H -6.78855 -10.33067 -2.40511
H -4.62514 -10.94689 1.35777
H 3.69842 -11.84037 -11.01826
H 6.09614 -11.86989 3.58195
H 5.71699 -3.65793 -5.11554
H 3.35335 -11.07112 -14.92288
H 0.01720 -6.88681 -9.64666
H -0.07961 -10.41149 -6.16271
H 5.41234 -12.95743 1.59507
H 0.02940 -18.74558 -11.77376
H -1.84296 -12.44734 -5.70717
H -2.82668 -19.80660 -3.95233
H -5.37191 -10.17826 3.75950
H 4.45645 -10.12971 -0.76264
H 5.75743 -9.68138 2.47624
H -2.68071 -11.25461 -5.03781
H -1.60570 -18.48117 -12.57744
H 2.18344 -10.37691 -13.76400
H -5.63970 -11.50956 -11.37648
H 3.74645 -2.39274 -4.11302
H -3.21516 -11.39248 -12.48355
H 4.58874 -13.25045 4.01714
H 3.56714 -5.41103 -4.44052
H -8.45966 -11.39215 -5.42739
H -1.35768 -18.41351 -10.82168
H -6.89828 -10.09070 -4.13584
H 3.83435 -1.96463 -5.79899
H -3.66993 -18.69985 -2.81041
H -0.05367 -5.33884 -9.09831
H -5.54891 -17.88341 -4.04100
H -0.57535 -16.43504 -10.06123
H -7.51878 -12.94702 -5.05911

Atoms 1-6, force components in eV/Å:
0.1 -0.6 -0.7
0.0 2.7 -0.5
-0.6 1.1 0.2
-1.2 0.1 1.5
0.6 0.7 -2.2
0.4 -0.7 -0.2

Its frontier orbital gap is 2.66 eV. As for the LUMO energy: -4.6 eV.